[1]
Formula: C24H21N8O2PtS5
Source: OMol25
Level of theory: the ωB97M-V functional and the def2-TZVPD basis

Summary:
- Energy above the lowest of the compared OMol25 structures with the same formula, charge and spin: 0.0000 eV
- LUMO energy (alpha / beta): -3.08 / -6.04 eV
- 2S+1: 5
- Total charge: +1

Last column: Löwdin charge in e.
Geometry (Å):
C  -0.721  4.828  3.757  -0.29
O  1.963  2.163  0.572  -0.35
S  -2.347  2.715  -1.705  0.96
H  -0.278  3.477  0.692  0.10
H  -0.447  3.801  5.587  0.11
H  0.281  -4.975  -2.295  0.11
H  -1.738  -0.922  -5.931  0.12
N  0.522  0.217  1.207  -0.20
C  -1.425  2.058  -4.252  -0.11
H  -1.044  6.091  5.371  0.11
H  -1.900  -1.805  4.772  0.07
C  -0.189  3.611  1.761  -0.05
C  -0.272  3.736  4.540  -0.02
N  2.005  -2.399  0.505  -0.12
S  -3.724  1.625  0.551  0.66
C  2.250  -2.422  1.790  -0.18
C  1.429  -0.349  -3.470  -0.74
H  1.565  0.970  -5.023  0.11
H  -2.597  -1.595  -3.743  0.12
N  1.439  -1.709  -3.191  0.03
H  2.384  -5.754  2.379  0.12
C  2.247  -4.832  1.821  -0.04
C  1.446  -3.292  -1.549  -0.21
H  2.242  -3.625  3.593  0.11
H  1.944  -5.212  -2.388  0.09
C  -0.335  -0.399  2.001  -0.64
C  1.952  -4.830  0.456  0.02
H  -1.361  6.759  3.787  0.12
C  1.209  -4.422  -2.472  -0.02
H  2.453  -1.436  2.249  0.09
C  2.275  -3.602  2.503  -0.05
C  0.400  2.693  3.961  -0.06
C  -2.041  1.696  -3.081  -0.54
H  1.171  -4.060  -3.459  0.05
C  -3.134  1.217  -0.947  -1.07
N  1.481  -1.953  -1.905  -0.22
O  2.424  0.914  2.740  -0.31
N  -1.048  5.988  4.371  0.13
H  -0.743  1.364  -6.141  0.10
H  -3.265  -1.688  2.348  0.13
C  0.477  2.654  2.559  -0.30
C  -1.791  -0.213  -5.109  -0.09
S  1.110  0.712  -2.151  0.69
C  -0.783  4.702  2.342  -0.01
S  0.052  -0.897  3.714  1.09
N  -3.056  0.085  -1.667  0.09
H  -1.126  3.070  -4.450  0.11
H  1.876  -5.786  -0.120  0.13
H  1.884  -0.708  -5.457  0.13
H  0.844  1.871  4.485  0.09
Pt  1.728  -0.658  -0.382  0.96
N  1.625  -0.013  -4.764  0.13
C  -2.256  -1.401  2.596  -0.16
C  1.766  -3.565  -0.202  -0.20
H  -1.117  5.494  1.718  0.11
C  -2.345  -0.569  -3.933  -0.01
C  -2.505  0.378  -2.887  -0.32
C  -1.555  -1.531  3.795  -0.30
C  -1.278  1.089  -5.262  -0.08
S  1.506  1.467  1.774  0.60
N  -1.534  -0.824  1.639  0.09

[2]
Formula: C22H23BFIrN5O3S2
Source: OMol25
Level of theory: the ωB97M-V functional and the def2-TZVPD basis

Summary:
- LUMO energy (alpha / beta): -2.82 / -5.18 eV
- 2S+1: 5
- Total charge: +1

Last column: Löwdin charge in e.
Geometry (Å):
C  3.114  2.373  3.395  -0.01
H  2.607  -5.596  -3.525  0.13
H  -1.797  -5.734  -1.586  0.14
O  1.934  1.391  0.113  -0.19
C  0.288  -3.056  -1.776  -0.06
N  2.062  3.338  3.223  -0.11
O  -0.777  0.050  -0.247  -0.16
Ir  -0.014  1.851  0.808  1.14
H  2.980  1.845  4.342  0.10
H  4.078  2.877  3.398  0.11
N  -3.366  2.408  0.893  -0.12
H  0.632  6.235  2.971  0.13
C  2.173  0.741  -0.961  -0.61
H  3.096  1.650  2.577  0.08
C  2.246  -3.503  -3.214  -0.30
C  -1.658  -2.567  -0.404  0.08
F  -3.244  -4.256  -0.055  0.09
H  1.982  -2.163  -4.891  0.09
C  0.736  3.060  3.183  -0.74
C  1.986  -1.456  -1.992  0.05
H  3.161  5.165  3.095  0.13
C  2.053  -4.967  -2.829  -0.12
C  0.013  -0.782  -0.775  -0.29
B  -1.483  4.449  3.347  -0.43
C  0.571  -5.324  -2.845  -0.13
C  0.946  5.217  3.061  -0.03
H  -4.939  1.519  2.022  0.13
H  2.960  -1.195  -2.385  0.16
C  -0.457  -2.146  -0.995  -0.04
H  -2.880  1.417  -0.876  0.08
H  -3.881  2.870  -1.070  0.10
C  -4.068  2.140  2.027  0.00
H  -1.689  4.303  4.506  0.09
H  0.188  -5.295  -3.868  0.12
H  -3.688  2.829  4.090  0.13
N  0.041  4.208  3.116  -0.03
H  2.389  -3.823  -5.334  0.09
C  -0.207  -4.359  -2.003  -0.12
N  1.494  -2.653  -2.296  0.02
C  1.335  -0.518  -1.229  -0.01
N  -2.357  3.434  2.561  -0.03
C  -3.699  1.996  -0.443  -0.02
H  -4.592  1.378  -0.415  0.10
H  0.418  -6.339  -2.481  0.13
C  -2.104  -3.848  -0.625  -0.25
H  -1.743  5.528  2.926  0.09
C  -1.402  -4.741  -1.430  0.07
C  1.813  -3.208  -4.648  -0.01
S  -1.169  3.833  0.115  0.71
O  3.077  0.984  -1.733  0.09
H  -2.212  -1.891  0.225  0.13
C  -2.304  3.181  1.242  -0.76
C  2.202  4.687  3.128  0.00
H  2.454  -5.126  -1.826  0.13
S  0.081  1.463  3.220  0.70
H  3.301  -3.233  -3.096  0.15
C  -3.436  2.780  3.053  -0.03
H  0.758  -3.421  -4.786  0.08

[3]
Formula: C9H7NO2
Source: OMol25
Level of theory: the ωB97M-V functional and the def2-TZVPD basis

Summary:
- Energy above the lowest of the compared OMol25 structures with the same formula, charge and spin: 7.5077 eV
- LUMO energy: -0.06 eV
- Total charge: 0

Last column: Löwdin charge in e.
Geometry (Å):
C  -0.316  -0.775  -0.129  -0.28
H  -3.548  -1.909  -0.064  0.08
C  2.076  -0.375  0.024  -0.16
H  -4.044  0.699  -0.138  0.12
H  -1.145  -2.582  0.054  0.04
H  5.378  -0.490  0.295  0.30
C  -2.780  -1.176  -0.035  0.00
C  -1.924  1.057  -0.045  -0.04
C  -1.317  -1.648  -0.035  0.04
C  -3.041  0.207  -0.013  -0.08
O  0.872  -1.296  -0.023  0.07
N  3.150  -1.068  0.003  0.03
C  -0.569  0.674  -0.002  -0.11
C  0.552  1.563  -0.068  -0.04
H  0.235  2.674  0.108  0.17
H  -2.066  1.943  0.222  0.03
H  2.581  1.531  0.053  0.05
O  4.175  -0.121  -0.115  -0.22
C  1.731  1.093  -0.092  0.00

[4]
Formula: C4H12N2O3S
Source: OMol25
Level of theory: the ωB97M-V functional and the def2-TZVPD basis

Summary:
- Energy above the lowest of the compared OMol25 structures with the same formula, charge and spin: 1.4829 eV
- LUMO energy: 0.47 eV
- Total charge: 0

Last column: Löwdin charge in e.
Geometry (Å):
N  0.958  -0.264  -1.649  -0.13
H  0.090  0.642  -3.276  0.11
C  -0.068  -0.017  -0.680  -0.27
H  0.998  1.572  0.377  0.10
H  -1.657  2.467  2.784  0.12
O  -1.070  -2.527  -1.076  -0.28
S  -0.629  -1.677  -0.034  0.64
C  -0.580  2.112  2.510  -0.13
N  -0.824  1.182  1.403  -0.14
H  1.529  -0.917  -1.273  0.06
H  -0.108  1.760  3.413  0.07
H  -0.035  2.900  2.261  0.01
H  -1.265  0.355  1.821  0.07
H  -0.768  0.622  -1.150  0.12
H  -0.220  -1.165  -3.107  0.09
C  0.425  0.747  0.700  -0.14
H  0.853  0.137  1.472  0.10
O  -1.406  -1.610  1.120  -0.27
O  0.866  -2.238  0.448  -0.20
H  1.348  -0.535  -3.801  0.10
C  0.588  -0.363  -2.981  -0.15
H  0.975  -3.182  0.718  0.12

[5]
Formula: C4H9NO
Source: OMol25
Level of theory: the ωB97M-V functional and the def2-TZVPD basis

Summary:
- Energy above the lowest of the compared OMol25 structures with the same formula, charge and spin: 1.9427 eV
- LUMO energy: 1.05 eV
- Total charge: 0

Last column: Löwdin charge in e.
Geometry (Å):
C  -0.561  1.036  -1.546  -0.14
H  -1.547  -1.281  0.492  0.09
H  0.358  -1.803  1.992  0.08
C  0.407  0.510  -0.565  -0.30
O  -0.960  -1.488  -0.244  -0.04
N  -0.619  1.461  -0.145  0.02
H  1.567  -0.520  1.756  0.08
H  -0.224  2.392  -0.040  0.09
H  -1.386  0.402  -1.855  0.10
H  -0.204  1.745  -2.291  0.10
H  -0.135  -0.088  1.978  0.08
H  1.434  0.875  -0.631  0.14
H  1.037  -1.526  -0.461  0.14
C  0.541  -0.828  1.531  -0.05
C  0.292  -0.886  0.029  -0.42

no.,F_max (Eh/bohr),E (Ha)
1,0.0893,-3625.56611
2,0.0417,-2376.92249
3,0.1835,-552.15131
4,0.1051,-892.93436
5,0.0060,-287.76106